The following is a quantum chemistry calculation of C38H76CuF6N4O14S3 as an isolated structure, from OMol25.

Computed properties:
- gap between HOMO and LUMO (alpha / beta) (eV) = 5.147 / 5.142
- HOMO (alpha / beta) (eV) = -1.97 / -1.97

ORCA input file:
```
! wB97M-V def2-TZVPD RIJCOSX def2/J DEFGRID3
* xyz -2 2
Cu 20.048 34.175 -5.218
C 23.568 32.575 -8.240
F 24.335 31.574 -8.769
F 24.402 33.466 -7.830
F 22.771 32.941 -9.259
S 22.450 31.985 -6.678
O 23.394 31.925 -5.569
O 21.399 32.984 -6.437
O 21.896 30.707 -7.078
C 18.070 35.608 -1.052
F 17.897 34.288 -0.792
F 16.978 36.106 -1.591
F 18.377 36.253 0.071
S 19.552 35.790 -2.295
O 20.730 35.314 -1.573
O 19.185 35.046 -3.478
O 19.556 37.266 -2.490
S 23.149 34.745 -3.835
O 23.312 33.625 -2.880
O 21.886 34.682 -4.544
O 23.244 35.945 -3.032
O 24.386 34.694 -4.592
C 20.351 31.943 -3.417
C 18.932 31.372 -3.632
C 18.409 31.450 -2.248
C 16.857 31.351 -2.225
C 16.229 32.399 -3.053
C 16.740 32.496 -4.479
N 18.187 32.303 -4.513
O 18.840 32.408 -5.754
C 15.979 31.417 -5.345
C 16.304 33.864 -4.950
C 18.909 29.938 -4.194
H 21.000 31.902 -4.292
H 20.969 31.343 -2.748
H 20.302 32.998 -3.150
H 18.675 30.518 -1.749
H 18.850 32.204 -1.597
H 16.490 31.486 -1.208
H 16.594 30.330 -2.503
H 15.936 33.374 -2.664
H 15.252 31.944 -3.219
H 15.519 30.581 -4.818
H 15.285 31.908 -6.027
H 16.687 30.933 -6.017
H 16.188 34.019 -6.022
H 15.368 34.127 -4.456
H 17.061 34.586 -4.645
H 19.411 29.855 -5.158
H 17.893 29.544 -4.208
H 19.521 29.403 -3.468
H 18.745 31.494 -6.031
C 17.400 35.807 -9.008
C 18.668 35.152 -8.555
C 19.680 35.295 -9.732
C 20.219 36.668 -10.046
C 20.948 37.122 -8.676
C 19.989 37.090 -7.494
N 19.312 35.722 -7.370
O 18.543 35.616 -6.244
C 20.830 37.252 -6.211
C 19.002 38.232 -7.569
C 18.488 33.663 -8.339
H 16.947 35.372 -9.899
H 17.537 36.865 -9.232
H 16.692 35.822 -8.179
H 20.543 34.657 -9.542
H 19.275 34.936 -10.678
H 19.464 37.381 -10.378
H 20.903 36.485 -10.874
H 21.389 38.118 -8.662
H 21.774 36.415 -8.597
H 20.176 37.415 -5.354
H 21.505 36.408 -6.075
H 21.388 38.173 -6.380
H 19.356 39.010 -6.893
H 18.952 38.691 -8.557
H 17.979 38.022 -7.255
H 19.362 33.078 -8.053
H 18.034 33.231 -9.232
H 17.743 33.469 -7.568
H 17.828 36.249 -6.341
C 13.839 37.132 -9.992
C 13.114 37.505 -8.635
C 12.231 36.276 -8.206
C 11.900 36.231 -6.705
C 13.207 36.293 -5.984
C 14.001 37.624 -6.194
N 14.254 37.643 -7.661
O 15.291 38.431 -8.123
C 13.236 38.893 -5.829
C 15.324 37.508 -5.379
C 12.264 38.736 -8.877
H 13.188 36.695 -10.749
H 14.654 36.441 -9.777
H 14.251 38.074 -10.354
H 11.219 36.449 -8.573
H 12.438 35.261 -8.545
H 11.410 35.269 -6.558
H 11.223 37.000 -6.334
H 13.792 35.410 -6.241
H 13.044 36.187 -4.912
H 13.801 39.825 -5.830
H 12.337 38.982 -6.439
H 12.851 38.760 -4.818
H 15.836 36.582 -5.643
H 15.991 38.335 -5.621
H 15.027 37.362 -4.341
H 12.780 39.642 -8.559
H 11.270 38.566 -8.464
H 12.093 38.859 -9.947
H 14.955 39.330 -8.091
C 17.496 28.225 -7.450
C 18.555 28.175 -8.552
C 17.889 27.441 -9.692
C 18.577 27.481 -11.050
C 18.956 28.923 -11.378
C 19.715 29.696 -10.239
N 18.973 29.596 -8.996
O 19.343 30.449 -7.953
C 21.128 29.107 -10.146
C 19.834 31.126 -10.759
C 19.722 27.402 -8.005
H 16.794 29.040 -7.624
H 18.069 28.602 -6.603
H 17.024 27.265 -7.238
H 17.791 26.377 -9.476
H 16.907 27.845 -9.939
H 17.829 27.119 -11.756
H 19.479 26.872 -10.994
H 17.988 29.358 -11.627
H 19.505 28.789 -12.309
H 21.648 29.276 -9.203
H 21.201 28.049 -10.397
H 21.684 29.766 -10.814
H 18.822 31.476 -10.961
H 20.307 31.837 -10.082
H 20.391 31.257 -11.687
H 20.363 28.071 -7.431
H 20.359 26.974 -8.779
H 19.507 26.675 -7.221
H 20.302 30.403 -7.922
*
```

***

The following is a quantum chemistry calculation of a 5-piece molecular cluster, C38H78F6N3O5S overall, from OMol25.

Computed properties:
- gap between HOMO and LUMO (alpha / beta) (eV) = 1.266 / 4.836
- HOMO (alpha / beta) (eV) = -1.90 / -5.49

ORCA input file:
```
! wB97M-V def2-TZVPD RIJCOSX def2/J DEFGRID3
* xyz 0 2
C -0.558 -27.209 -7.968
C -0.938 -25.832 -8.383
C 0.037 -24.757 -7.871
C -0.546 -23.406 -8.160
N 0.446 -22.240 -8.145
C 1.497 -22.216 -6.931
C 2.791 -21.590 -7.462
C 2.849 -21.955 -8.941
C 1.413 -22.322 -9.352
C -0.349 -20.923 -8.155
C -1.131 -20.550 -6.872
C -2.387 -19.594 -7.103
H -0.464 -27.309 -6.886
H 0.468 -27.382 -8.291
H -1.190 -27.998 -8.374
H -1.992 -25.753 -8.113
H -0.806 -25.909 -9.462
H 1.049 -24.869 -8.262
H 0.136 -24.843 -6.789
H -1.370 -23.159 -7.490
H -0.984 -23.268 -9.148
H 1.058 -21.893 -5.987
H 1.693 -23.237 -6.605
H 2.692 -20.534 -7.213
H 3.657 -21.970 -6.919
H 3.102 -21.077 -9.536
H 3.515 -22.784 -9.180
H 0.935 -21.685 -10.096
H 1.211 -23.306 -9.775
H -1.148 -21.110 -8.872
H 0.323 -20.119 -8.455
H -0.350 -20.045 -6.303
H -1.343 -21.329 -6.141
H -2.881 -19.424 -6.147
H -3.036 -20.035 -7.860
H -2.186 -18.556 -7.370
C 2.313 -18.420 -11.495
C 1.122 -19.265 -11.710
C 0.009 -18.450 -12.348
C -1.070 -19.427 -12.624
N -2.370 -18.827 -13.165
C -3.347 -19.983 -13.395
C -3.348 -20.214 -14.976
C -3.277 -18.750 -15.443
C -2.174 -18.233 -14.567
C -2.991 -17.743 -12.214
C -3.126 -18.169 -10.803
C -4.020 -17.174 -9.980
H 1.880 -17.683 -10.819
H 2.884 -17.963 -12.304
H 2.999 -19.030 -10.908
H 0.708 -19.478 -10.725
H 1.397 -20.212 -12.175
H 0.255 -17.981 -13.300
H -0.337 -17.622 -11.728
H -1.216 -19.982 -11.698
H -0.781 -20.274 -13.247
H -4.299 -19.599 -13.031
H -2.916 -20.865 -12.921
H -4.263 -20.614 -15.413
H -2.568 -20.679 -15.579
H -4.263 -18.347 -15.212
H -2.895 -18.502 -16.434
H -2.135 -17.148 -14.471
H -1.234 -18.586 -14.991
H -3.926 -17.465 -12.699
H -2.308 -16.897 -12.293
H -2.188 -18.383 -10.289
H -3.766 -19.046 -10.712
H -4.262 -17.722 -9.069
H -4.992 -17.095 -10.466
H -3.580 -16.195 -9.788
C -4.006 -15.541 -5.933
C -2.617 -15.527 -6.338
C -1.984 -14.142 -6.349
C -1.935 -13.342 -5.017
N -1.268 -11.980 -5.258
C -2.068 -11.095 -6.215
C -2.425 -9.809 -5.534
C -2.415 -10.155 -4.038
C -1.303 -11.136 -3.915
C 0.247 -12.099 -5.645
C 1.068 -13.090 -4.848
C 2.647 -13.025 -5.164
H -4.438 -16.539 -6.012
H -4.559 -14.860 -6.579
H -4.038 -15.153 -4.915
H -2.487 -15.941 -7.338
H -2.185 -16.220 -5.616
H -2.283 -13.602 -7.248
H -0.980 -14.434 -6.655
H -1.509 -13.855 -4.154
H -2.896 -12.886 -4.776
H -1.440 -10.841 -7.069
H -3.018 -11.564 -6.470
H -1.647 -9.084 -5.772
H -3.410 -9.470 -5.853
H -2.423 -9.353 -3.300
H -3.360 -10.674 -3.878
H -0.351 -10.690 -3.629
H -1.572 -11.781 -3.079
H 0.636 -11.084 -5.569
H 0.088 -12.384 -6.686
H 0.616 -14.024 -5.182
H 0.925 -13.200 -3.772
H 3.123 -12.136 -4.752
H 2.685 -12.956 -6.251
H 3.276 -13.858 -4.851
C 2.004 -16.240 -15.348
O 2.091 -15.035 -14.593
O 0.683 -16.701 -15.396
C 2.713 -16.065 -16.767
F 2.959 -17.245 -17.409
F 2.100 -15.212 -17.629
F 3.895 -15.566 -16.508
C 2.489 -15.099 -13.232
C 2.719 -13.624 -12.807
H 3.500 -13.138 -13.393
H 1.773 -13.117 -12.996
H 2.868 -13.397 -11.751
H 3.475 -15.514 -13.020
H 1.783 -15.563 -12.543
H 2.619 -16.997 -14.861
C 1.597 -15.307 -8.594
F 2.797 -14.905 -8.122
F 0.656 -14.398 -8.439
F 1.731 -15.307 -9.996
S 0.963 -16.971 -7.850
O 2.030 -17.890 -8.143
O 0.911 -16.706 -6.444
O -0.320 -17.257 -8.516
*
```

***

The following is a quantum chemistry calculation of a 10-piece molecular cluster, C38H78O10 overall, from OMol25.

Computed properties:
- gap between HOMO and LUMO (alpha / beta) (eV) = 8.143 / 2.134
- energy above the lowest of the compared OMol25 structures with the same formula, charge and spin (kcal/mol) = 0.1
- HOMO (alpha / beta) (eV) = -10.73 / -10.73

ORCA input file:
```
! wB97M-V def2-TZVPD RIJCOSX def2/J DEFGRID3
* xyz 1 2
C -1.947 2.717 3.725
C -1.715 3.287 5.137
C -0.332 2.651 5.557
O -0.591 1.351 5.086
C -1.306 1.347 3.877
H -1.494 3.309 2.930
H -2.994 2.685 3.425
H -2.415 3.041 5.936
H -1.674 4.373 5.057
H -0.038 2.727 6.604
H 0.549 2.873 4.954
H -2.041 0.543 3.835
H -0.567 1.214 3.086
C -3.303 3.158 -2.751
C -2.647 4.311 -3.500
C -1.481 4.554 -2.510
O -1.603 3.776 -1.341
C -2.306 2.567 -1.779
H -3.816 2.452 -3.403
H -4.187 3.373 -2.150
H -3.341 5.134 -3.667
H -2.263 4.009 -4.475
H -1.412 5.632 -2.363
H -0.497 4.333 -2.925
H -2.843 1.988 -1.028
H -1.579 1.877 -2.207
C -4.823 -0.830 0.594
C -5.632 0.264 -0.217
C -5.602 1.496 0.695
O -4.347 1.301 1.359
C -3.713 0.003 1.178
H -4.430 -1.632 -0.031
H -5.481 -1.202 1.379
H -6.606 -0.114 -0.530
H -5.076 0.590 -1.096
H -6.521 1.372 1.269
H -5.681 2.408 0.103
H -3.441 -0.252 2.202
H -2.868 -0.032 0.491
C 1.956 3.254 -4.409
C 0.974 2.784 -5.505
C 0.415 1.482 -4.931
O 0.986 1.292 -3.671
C 2.242 2.052 -3.576
H 1.444 3.988 -3.787
H 2.762 3.755 -4.945
H 1.388 2.542 -6.484
H 0.218 3.559 -5.624
H 0.562 0.731 -5.707
H -0.647 1.716 -4.859
H 3.066 1.421 -3.909
H 2.544 2.374 -2.579
C -0.598 -1.917 -3.917
C -1.920 -1.171 -4.228
C -3.082 -1.849 -3.533
O -2.500 -3.128 -3.227
C -1.091 -2.980 -2.940
H 0.163 -1.331 -3.402
H -0.210 -2.378 -4.826
H -2.139 -1.493 -5.246
H -1.896 -0.085 -4.139
H -3.997 -1.812 -4.124
H -3.333 -1.285 -2.635
H -0.613 -3.948 -3.090
H -1.055 -2.674 -1.894
C 2.534 -3.193 4.361
C 2.667 -3.268 5.867
C 4.068 -2.744 6.025
O 4.391 -2.041 4.839
C 3.411 -1.996 3.910
H 1.544 -3.048 3.930
H 3.035 -4.045 3.900
H 2.811 -4.286 6.231
H 1.948 -2.734 6.489
H 4.748 -3.595 5.994
H 4.058 -2.108 6.910
H 3.820 -2.102 2.906
H 2.914 -1.026 3.921
C 0.451 5.868 0.923
C 0.606 4.335 1.205
C 1.977 3.973 0.680
O 2.590 5.304 0.511
C 1.863 6.387 1.053
H -0.114 6.311 1.742
H 0.062 5.974 -0.090
H -0.083 3.722 0.623
H 0.469 4.165 2.272
H 1.896 3.491 -0.294
H 2.588 3.490 1.443
H 2.098 7.353 0.606
H 2.158 6.423 2.102
C 3.936 -3.003 -2.272
C 5.433 -2.967 -2.152
C 5.721 -3.475 -0.733
O 4.466 -4.144 -0.364
C 3.388 -4.031 -1.287
H 3.499 -3.268 -3.235
H 3.600 -1.997 -2.022
H 5.949 -2.024 -2.334
H 5.753 -3.677 -2.914
H 5.971 -2.702 -0.006
H 6.531 -4.204 -0.748
H 2.463 -3.672 -0.834
H 3.131 -5.002 -1.710
C -1.558 -5.779 0.658
C -0.576 -6.365 1.609
C 0.598 -5.402 1.685
O 0.012 -4.189 1.155
C -1.401 -4.334 0.981
H -2.529 -6.196 0.927
H -1.171 -5.912 -0.352
H -0.112 -7.247 1.168
H -0.865 -6.710 2.601
H 1.321 -5.770 0.957
H 0.864 -5.174 2.717
H -1.771 -3.500 0.385
H -1.809 -4.172 1.979
C 0.982 -0.949 0.902
C 0.539 0.032 -0.191
O 1.184 -0.211 -1.413
H 1.972 -0.729 1.302
H 0.818 -1.983 0.599
H 0.233 -0.925 1.694
H 0.806 1.010 0.210
H -0.541 -0.029 -0.328
H 1.072 0.532 -2.011
*
```